#1
Computed, not measured: C4H7NO in the gas phase, with the ωB97M-V functional and the def2-TZVPD basis.

Computed properties:
HOMO level = -9.44 eV
HOMO-LUMO gap = 10.52 eV
E_LUMO = 1.079 eV
SMILES string = O=CCN1CC1

Last column: Mulliken charge in e.
CARTESIAN COORDINATES (ANGSTROEM)
O -2.220 0.010 1.337  -0.457
C -1.708 0.503 0.360  0.052
C -0.308 1.078 0.346  -0.413
N 0.492 0.359 -0.653  -0.315
C 1.585 -0.456 -0.146  -0.404
C 0.360 -1.097 -0.664  -0.326
H -2.224 0.501 -0.622  0.361
H 0.098 1.010 1.365  0.236
H -0.349 2.138 0.062  0.297
H 1.730 -0.484 0.934  0.233
H 2.502 -0.453 -0.730  0.247
H -0.298 -1.565 0.066  0.257
H 0.339 -1.544 -1.654  0.233

#2
Computed, not measured: C4H7NO in the gas phase, with the ωB97M-V functional and the def2-TZVPD basis.

Computed properties:
HOMO level = -9.52 eV
HOMO-LUMO gap = 10.57 eV
E_LUMO = 1.045 eV
SMILES string = O=CNC1CC1

Last column: Mulliken charge in e.
CARTESIAN COORDINATES (ANGSTROEM)
O 2.920 -1.442 -0.192  -0.568
C 2.008 -0.720 -0.547  0.058
N 0.998 -0.331 0.286  -0.231
C -0.081 0.562 -0.055  -0.011
C -1.268 0.621 0.847  -0.647
C -1.396 -0.057 -0.486  -0.473
H 1.942 -0.314 -1.577  0.315
H 1.036 -0.727 1.216  0.235
H 0.237 1.522 -0.459  0.361
H -1.250 0.037 1.763  0.253
H -1.729 1.600 0.937  0.222
H -2.008 0.391 -1.266  0.235
H -1.407 -1.143 -0.467  0.252

#3
Computed, not measured: C4H7NO in the gas phase, with the ωB97M-V functional and the def2-TZVPD basis.

Computed properties:
HOMO level = -7.78 eV
HOMO-LUMO gap = 8.72 eV
E_LUMO = 0.931 eV

Last column: Mulliken charge in e.
CARTESIAN COORDINATES (ANGSTROEM)
C 1.138 -0.711 -0.205  -0.442
C -0.053 -0.457 -1.082  -0.491
O -1.240 -0.502 -0.298  -0.383
C -1.417 0.626 0.529  -0.168
C -0.251 1.096 1.368  -0.410
N 0.857 0.526 1.100  -0.122
H 2.103 -0.484 -0.694  0.350
H 1.812 0.434 1.350  0.192
H 1.157 -1.729 0.216  0.279
H -0.185 -1.210 -1.866  0.304
H 0.052 0.526 -1.573  0.311
H -2.238 0.380 1.212  0.306
H -1.737 1.506 -0.057  0.271

Relative to the most stable structure, the computed energies are #1 0.0440; #2 0.0000; #3 0.1091, all in hartree.

#1
Computed, not measured: C4H7NO in the gas phase, with the ωB97M-V functional and the def2-TZVPD basis.

Computed properties:
HOMO level = -9.48 eV
HOMO-LUMO gap = 10.33 eV
E_LUMO = 0.842 eV
SMILES string = CC(=O)[C@H]1CN1

Last column: Mulliken charge in e.
CARTESIAN COORDINATES (ANGSTROEM)
C 1.952 -0.309 0.427  -1.173
C 0.662 0.383 0.072  0.832
O 0.555 1.594 0.151  -0.598
C -0.478 -0.390 -0.424  -0.173
C -1.849 -0.132 0.042  -0.419
N -1.554 0.661 -1.093  -0.608
H 2.626 -0.270 -0.429  0.271
H 1.834 -1.353 0.714  0.353
H 2.422 0.232 1.243  0.348
H -0.247 -1.428 -0.741  0.315
H -2.006 0.316 1.009  0.277
H -2.509 -0.939 -0.225  0.256
H -1.407 1.636 -0.746  0.319

#2
Computed, not measured: 2 unconnected molecules or ions with the total composition C4H7NO, with the ωB97M-V functional and the def2-TZVPD basis.

Computed properties:
HOMO level = -9.10 eV
HOMO-LUMO gap = 9.59 eV
E_LUMO = 0.482 eV

Last column: Mulliken charge in e.
CARTESIAN COORDINATES (ANGSTROEM)
C -0.372 1.800 -0.012  -1.109
C -0.031 0.421 -0.500  0.032
C 1.022 -0.269 -0.066  -0.386
O 1.881 0.245 0.862  -0.476
C -2.787 -2.324 0.311  -0.153
N -1.655 -2.306 -0.003  -0.110
H -1.437 2.014 -0.141  0.321
H -0.121 1.915 1.047  0.298
H 0.190 2.563 -0.565  0.270
H -0.664 -0.036 -1.257  0.382
H -0.696 -2.106 -0.202  0.275
H 1.264 -1.269 -0.433  0.334
H 2.537 -0.419 1.099  0.323

Relative to the most stable structure, the computed energies are #1 0.0000; #2 0.0096, all in hartree.

#1
Computed, not measured: 2 unconnected molecules or ions with the total composition C4H7NO, with the ωB97M-V functional and the def2-TZVPD basis.

Computed properties:
HOMO level = -9.12 eV
HOMO-LUMO gap = 9.79 eV
E_LUMO = 0.669 eV
SMILES string = C=C=N.C=CO

Last column: Mulliken charge in e.
CARTESIAN COORDINATES (ANGSTROEM)
C 3.023 -0.286 -0.504  -0.907
C 2.307 0.415 0.347  0.568
N 1.568 1.295 0.825  -0.532
H 3.780 -0.904 -0.262  0.305
H 3.007 -0.021 -1.543  0.247
H 0.560 1.162 1.045  0.328
C -1.738 -1.050 0.219  -0.790
C -2.469 0.086 0.210  0.089
O -2.139 1.252 -0.446  -0.498
H -0.785 -1.175 -0.188  0.307
H -2.202 -1.809 0.748  0.233
H -3.450 0.015 0.616  0.330
H -1.462 1.020 -1.067  0.320

#2
Computed, not measured: 2 unconnected molecules or ions with the total composition C4H7NO, with the ωB97M-V functional and the def2-TZVPD basis.

Computed properties:
HOMO level = -9.45 eV
HOMO-LUMO gap = 8.49 eV
E_LUMO = -0.964 eV

Last column: Mulliken charge in e.
CARTESIAN COORDINATES (ANGSTROEM)
C -1.643 -1.668 0.054  -1.096
C -0.440 -0.732 -0.115  0.994
O 0.596 -1.134 -0.638  -0.617
C -0.590 0.547 0.519  -0.635
C 1.873 1.646 0.349  -0.205
N 1.357 1.712 -0.816  -0.635
H -2.619 -1.171 0.055  0.357
H -1.550 -2.233 0.986  0.279
H -1.602 -2.378 -0.778  0.321
H -1.039 1.336 -0.094  0.315
H 2.308 0.735 0.776  0.290
H 1.929 2.552 0.959  0.290
H 1.420 0.789 -1.256  0.343

Relative to the most stable structure, the computed energies are #1 0.0000; #2 0.0648, all in hartree.

#1
Computed, not measured: 2 unconnected molecules or ions with the total composition C4H7NO, with the ωB97M-V functional and the def2-TZVPD basis.

Computed properties:
HOMO level = -8.39 eV
HOMO-LUMO gap = 9.46 eV
E_LUMO = 1.064 eV

Last column: Mulliken charge in e.
CARTESIAN COORDINATES (ANGSTROEM)
C -1.874 -0.575 -0.730  -1.006
C -0.408 -0.792 -0.966  0.159
C 2.122 0.797 0.284  -0.435
N 1.155 0.838 1.107  0.001
C 0.111 0.849 1.754  -0.296
O 0.246 -1.694 -0.494  -0.489
H -2.418 -0.651 -1.679  0.361
H -2.257 -1.307 -0.017  0.285
H -2.017 0.438 -0.338  0.287
H 0.079 -0.034 -1.617  0.381
H 2.325 -0.138 -0.230  0.321
H 2.719 1.687 0.116  0.255
H 0.218 0.581 2.812  0.177

#2
Computed, not measured: C4H7NO in the gas phase, with the ωB97M-V functional and the def2-TZVPD basis.

Computed properties:
HOMO level = -9.36 eV
HOMO-LUMO gap = 10.32 eV
E_LUMO = 0.965 eV
SMILES string = C=C=N[C@H](C)O

Last column: Mulliken charge in e.
CARTESIAN COORDINATES (ANGSTROEM)
C -2.043 -0.780 0.498  -0.905
C -1.296 0.284 0.611  0.639
N -0.469 1.188 0.619  -0.638
C 0.765 0.817 -0.138  0.598
C 0.780 -0.527 -0.843  -1.343
O 1.812 0.801 0.793  -0.526
H -1.883 -1.602 1.182  0.284
H -2.735 -0.872 -0.327  0.287
H 0.904 1.607 -0.891  0.199
H 1.752 -0.561 -1.334  0.332
H 0.706 -1.363 -0.139  0.359
H -0.006 -0.629 -1.597  0.381
H 1.556 1.430 1.479  0.332

Relative to the most stable structure, the computed energies are #1 0.0556; #2 0.0000, all in hartree.

#1
Computed, not measured: C4H7NO in the gas phase, with the ωB97M-V functional and the def2-TZVPD basis.

Computed properties:
HOMO level = -9.58 eV
HOMO-LUMO gap = 9.37 eV
E_LUMO = -0.205 eV
SMILES string = CC/N=C\C=O

Last column: Mulliken charge in e.
CARTESIAN COORDINATES (ANGSTROEM)
C -0.322 -1.927 0.065  -1.130
C 0.506 -0.720 -0.366  -0.145
N -0.382 0.275 -0.943  -0.417
C -0.490 1.452 -0.483  0.031
C 0.224 2.100 0.670  0.015
O -0.051 3.232 0.995  -0.453
H 0.328 -2.764 0.338  0.332
H -0.977 -2.240 -0.753  0.311
H -0.949 -1.682 0.929  0.294
H 1.120 -0.364 0.473  0.190
H 1.192 -1.020 -1.167  0.266
H -1.200 2.130 -0.966  0.376
H 1.001 1.529 1.209  0.330

#2
Computed, not measured: C4H7NO in the gas phase, with the ωB97M-V functional and the def2-TZVPD basis.

Computed properties:
HOMO level = -9.64 eV
HOMO-LUMO gap = 10.80 eV
E_LUMO = 1.161 eV
SMILES string = C1N[C@H]1[C@H]1CO1

Last column: Mulliken charge in e.
CARTESIAN COORDINATES (ANGSTROEM)
C 0.576 0.587 1.547  -0.625
N -0.206 -0.655 1.558  -0.625
C 0.674 -0.366 0.430  0.042
C 0.291 0.077 -0.951  0.024
C -0.902 -0.374 -1.664  -0.413
O -0.843 0.918 -1.065  -0.431
H 0.005 1.482 1.298  0.252
H 1.329 0.672 2.317  0.262
H -1.137 -0.269 1.536  0.293
H 1.552 -1.007 0.442  0.374
H 1.154 0.396 -1.545  0.350
H -0.915 -0.380 -2.754  0.269
H -1.572 -1.079 -1.175  0.229

Relative to the most stable structure, the computed energies are #1 0.0000; #2 0.0504, all in hartree.

#1
Computed, not measured: C4H5NO2 in the gas phase, with the ωB97M-V functional and the def2-TZVPD basis.

Computed properties:
HOMO level = -9.04 eV
HOMO-LUMO gap = 9.76 eV
E_LUMO = 0.721 eV
SMILES string = C=C=N[C@@H]1O[C@@H]1O

Last column: Mulliken charge in e.
CARTESIAN COORDINATES (ANGSTROEM)
C 2.201 0.915 -0.545  -1.070
C 1.390 0.070 -0.004  0.860
N 0.768 -0.788 0.604  -0.512
C -0.525 -1.241 0.351  0.064
O -1.120 -1.083 -0.921  -0.404
C -1.624 -0.280 0.071  -0.074
O -1.349 1.063 -0.037  -0.471
H 2.188 1.960 -0.296  0.231
H 2.880 0.602 -1.310  0.243
H -0.742 -2.181 0.849  0.449
H -2.634 -0.519 0.408  0.371
H -1.433 1.483 0.828  0.313

#2
Computed, not measured: 2 unconnected molecules or ions with the total composition C4H5NO2, with the ωB97M-V functional and the def2-TZVPD basis.

Computed properties:
HOMO level = -8.67 eV
HOMO-LUMO gap = 8.15 eV
E_LUMO = -0.519 eV

Last column: Mulliken charge in e.
CARTESIAN COORDINATES (ANGSTROEM)
O -1.025 2.431 0.019  -0.506
C -0.393 1.417 0.047  0.478
C -0.987 0.012 0.194  -0.420
C -0.120 -0.921 -0.619  -0.113
N 1.197 -0.853 -0.234  -0.348
C 1.677 0.286 0.062  0.037
O 0.980 1.477 0.024  -0.356
H -0.947 -0.197 1.275  0.289
H -2.026 0.056 -0.131  0.328
H -0.548 -2.003 -0.985  0.105
H -0.666 -2.481 -0.142  0.113
H 2.717 0.457 0.322  0.393

#3
Computed, not measured: C4H5NO2 in the gas phase, with the ωB97M-V functional and the def2-TZVPD basis.

Computed properties:
HOMO level = -8.60 eV
HOMO-LUMO gap = 9.50 eV
E_LUMO = 0.897 eV

Last column: Mulliken charge in e.
CARTESIAN COORDINATES (ANGSTROEM)
C -2.195 0.792 0.358  -0.720
C -0.321 -0.085 -0.540  0.477
C 0.327 -1.227 -0.578  -0.217
O 1.637 -1.251 -0.091  -0.220
C 2.137 -0.018 -0.107  -0.332
O 3.331 -0.098 0.446  -0.335
N -1.013 0.919 -0.485  -0.339
H -2.211 1.533 1.156  0.265
H -3.022 0.973 -0.329  0.263
H -2.284 -0.220 0.775  0.318
H -0.044 -2.131 -1.036  0.371
H 3.658 0.812 0.430  0.470

Relative to the most stable structure, the computed energies are #1 0.0000; #2 0.0519; #3 0.0469, all in hartree.

#1
Computed, not measured: 3 unconnected molecules or ions with the total composition C4H15NO2, with the ωB97M-V functional and the def2-TZVPD basis.

Computed properties:
HOMO level = -8.13 eV
HOMO-LUMO gap = 8.95 eV
E_LUMO = 0.823 eV
SMILES string = CNC(C)C.O.O

Last column: Mulliken charge in e.
CARTESIAN COORDINATES (ANGSTROEM)
C 3.397 -0.726 -0.702  -0.927
N 2.366 -0.431 0.269  -0.266
C 1.809 0.879 0.454  0.542
C 1.447 1.135 1.914  -1.470
C 0.552 1.129 -0.418  -1.390
H 2.995 -0.898 -1.702  0.249
H 3.889 -1.652 -0.415  0.315
H 4.087 0.111 -0.797  0.295
H 2.282 -1.105 1.017  0.244
H 2.561 1.607 0.104  0.231
H 1.317 2.204 2.077  0.381
H 2.205 0.751 2.605  0.408
H 0.527 0.618 2.173  0.344
H -0.139 0.307 -0.265  0.346
H 0.771 1.266 -1.485  0.339
H 0.137 2.089 -0.117  0.360
O -5.777 -4.744 0.400  -0.643
H -4.918 -5.012 0.739  0.319
H -5.945 -3.881 0.815  0.324
O -4.730 1.869 -2.017  -0.640
H -3.904 1.687 -2.475  0.319
H -4.930 2.795 -2.174  0.320

#2
Computed, not measured: 3 unconnected molecules or ions with the total composition C4H15NO2, with the ωB97M-V functional and the def2-TZVPD basis.

Computed properties:
HOMO level = -8.41 eV
HOMO-LUMO gap = 9.03 eV
E_LUMO = 0.617 eV
SMILES string = CNC(C)C.O.O

Last column: Mulliken charge in e.
CARTESIAN COORDINATES (ANGSTROEM)
C 1.614 0.799 1.009  -0.810
N 1.045 -0.330 1.788  -0.407
C -0.226 -0.921 1.229  0.590
C -0.401 -0.995 -0.271  -0.943
C -1.253 -0.088 1.993  -1.435
H 2.658 0.593 0.823  0.309
H 1.523 1.695 1.643  0.256
H 1.007 0.962 0.131  0.206
H 1.716 -1.063 1.984  0.270
H -0.288 -1.961 1.657  0.262
H -1.422 -1.181 -0.490  0.455
H 0.151 -1.777 -0.809  0.290
H -0.124 -0.106 -0.835  -0.038
H -2.309 -0.403 2.000  0.366
H -1.233 0.936 1.660  0.295
H -1.011 0.019 3.057  0.386
O 0.943 -0.441 -2.809  -0.618
H 0.478 0.240 -3.302  0.289
H 1.815 -0.116 -2.539  0.304
O -1.384 1.641 -2.809  -0.654
H -1.382 0.727 -3.095  0.319
H -1.918 1.769 -2.016  0.307

Relative to the most stable structure, the computed energies are #1 0.0000; #2 0.0165, all in hartree.